Model w:
{
  "formula": "C4H12NO2",
  "method": "wB97M-V/def2-TZVPD",
  "orbital_gap_ha": 0.2616,
  "total_charge": -1,
  "lumo_ev": 4.17,
  "multiplicity": 1,
  "molar_mass_g_mol": 106.1,
  "species": ["C", "C", "C", "N", "C", "O", "H", "H", "H", "H", "H", "H", "H", "H", "H", "H", "H", "H", "O"],
  "coordinates": [[-0.12114, 1.33597, 1.36534], [-0.40676, -0.17340, 1.22638], [0.72384, -0.90736, 1.97449], [-0.48826, -0.50970, -0.20368], [0.79449, -0.02356, -1.07393], [1.92598, -0.17849, -0.46545], [0.87744, 1.66887, 1.09557], [-0.41452, 1.66595, 2.36849], [-0.79545, 1.86596, 0.67968], [-1.41140, -0.35479, 1.61235], [1.73621, -0.58810, 1.78739], [0.54018, -1.96601, 1.75980], [0.61005, -0.83944, 3.07540], [-0.39433, -1.51982, -0.28269], [0.61800, 1.04720, -1.37075], [0.61814, -0.64923, -2.00104], [-1.45983, 1.06733, -2.68196], [-1.65050, -0.09617, -1.63940], [-2.02498, 0.30562, -2.45276]]
}


Model x:
{
  "formula": "C4H12NO2",
  "method": "wB97M-V/def2-TZVPD",
  "orbital_gap_ha": 0.2905,
  "total_charge": -1,
  "lumo_ev": 4.05,
  "multiplicity": 1,
  "molar_mass_g_mol": 106.1,
  "species": ["C", "N", "C", "O", "C", "C", "H", "H", "H", "H", "H", "H", "H", "H", "H", "H", "H", "H", "O"],
  "coordinates": [[-1.00258, 0.20164, -0.73147], [0.07744, 1.22742, -0.69033], [1.15611, 0.74013, -1.66992], [1.54552, -0.45924, -1.12775], [-1.86752, 0.03293, 0.47742], [-1.09323, -0.50156, 1.66549], [-0.61187, -0.72270, -1.17322], [-1.76018, 0.52428, -1.47674], [0.56108, 1.23592, 0.29169], [2.04072, 1.35568, -1.66151], [0.88880, 0.60278, -2.77501], [-2.43605, 0.84796, 0.90456], [-2.51707, -0.78787, 0.12333], [0.06077, -0.42734, 1.74165], [-1.03225, -1.69509, 1.58463], [-1.54673, -0.17423, 2.69044], [2.85530, -1.27776, 0.80779], [1.97401, -0.33771, -0.02009], [2.70773, -0.38525, 1.03905]]
}


Stability, lowest: model x


Model w:
{
  "formula": "C4H12NO2",
  "method": "wB97M-V/def2-TZVPD",
  "orbital_gap_ha": 0.1239,
  "total_charge": -1,
  "lumo_ev": 1.02,
  "multiplicity": 1,
  "molar_mass_g_mol": 106.1,
  "species": ["C", "N", "C", "C", "C", "O", "H", "H", "H", "H", "H", "H", "H", "H", "H", "H", "H", "H", "O"],
  "coordinates": [[0.63271, -0.08391, -2.67487], [-0.67666, -0.51301, -2.24445], [-1.10090, 0.03833, -0.96306], [-0.50083, -0.63938, 0.23825], [-0.98814, -0.14961, 1.59246], [-0.42889, 1.13469, 1.86303], [0.68756, -0.23508, -3.74701], [0.86725, 0.98502, -2.48199], [1.47185, -0.70130, -2.25052], [-0.84298, 1.11444, -0.89528], [1.37780, 0.19951, 0.00117], [-2.16331, -0.00054, -0.86095], [0.55873, -0.25244, 0.20196], [-0.44423, -1.72280, 0.06037], [-0.71860, -0.85045, 2.38392], [-2.04044, -0.12195, 1.55668], [0.55716, 0.79988, 2.30060], [2.20758, 0.80561, 3.04009], [1.54433, 0.19300, 2.87959]]
}


Model x:
{
  "formula": "C4H12NO2",
  "method": "wB97M-V/def2-TZVPD",
  "orbital_gap_ha": 0.2829,
  "total_charge": -1,
  "lumo_ev": 4.28,
  "multiplicity": 1,
  "molar_mass_g_mol": 106.1,
  "species": ["C", "N", "C", "C", "C", "O", "H", "H", "H", "H", "H", "H", "H", "H", "H", "H", "H", "H", "O"],
  "coordinates": [[-1.01382, 0.84901, -1.35329], [-0.15663, -0.28723, -1.55933], [1.21493, -0.16193, -1.04277], [1.38145, 0.57108, 0.28507], [0.70183, -0.26681, 1.51237], [0.04293, -1.40794, 1.16507], [-1.02104, 1.29280, -0.38673], [-2.01753, 0.42732, -1.49946], [-0.86621, 1.62765, -2.11097], [-0.51178, -1.06754, -1.00836], [1.83252, 0.33664, -1.79789], [1.56402, -1.15858, -0.88347], [2.43662, 0.57085, 0.59065], [1.01034, 1.58622, 0.26510], [1.54393, -0.52630, 2.15970], [0.02736, 0.48004, 1.97996], [-1.32852, -0.99186, 0.86338], [-2.46291, -1.08493, 1.87248], [-2.37752, -0.78848, 0.94851]]
}


Model y:
{
  "formula": "C4H12NO2",
  "method": "wB97M-V/def2-TZVPD",
  "orbital_gap_ha": 0.2534,
  "total_charge": -1,
  "lumo_ev": 3.63,
  "multiplicity": 1,
  "molar_mass_g_mol": 106.1,
  "species": ["C", "N", "C", "O", "C", "C", "H", "H", "H", "H", "H", "H", "H", "H", "H", "H", "H", "H", "O"],
  "coordinates": [[-0.47975, -1.00867, 0.54962], [0.81426, -0.77476, -0.05798], [1.44257, 0.64467, 0.20760], [1.02056, 1.51903, -0.80751], [-1.24511, -2.39101, 0.27282], [-2.68895, -2.46653, 0.78013], [-1.25680, -0.13388, 0.24670], [-0.28438, -1.08375, 1.63975], [0.84488, -0.96066, -1.08624], [2.49320, 0.43955, 0.09608], [1.17863, 0.92375, 1.21867], [-1.28459, -2.38860, -0.86369], [-0.67559, -3.31988, 0.36771], [-2.89296, -1.75990, 1.67790], [-2.91220, -3.49560, 1.22935], [-3.47803, -2.20001, 0.04609], [1.44691, 3.89241, -1.65516], [0.99565, 3.01065, -0.55643], [1.22355, 3.95953, -0.79447]]
}


Stability, lowest: model w


Model w:
{
  "formula": "C4H12NO2",
  "method": "wB97M-V/def2-TZVPD",
  "orbital_gap_ha": 0.2598,
  "total_charge": -1,
  "lumo_ev": 3.97,
  "multiplicity": 1,
  "molar_mass_g_mol": 106.1,
  "species": ["C", "N", "C", "O", "C", "C", "H", "H", "H", "H", "H", "H", "H", "H", "H", "H", "H", "H", "O"],
  "coordinates": [[0.25473, 0.78285, -0.71008], [-1.15732, 0.40376, -1.02231], [-2.15345, 0.82880, 0.02050], [-2.07929, 0.28523, 1.10362], [1.39117, -0.14039, -1.20627], [2.24488, -0.74214, -0.08251], [0.32768, 0.99767, 0.36598], [0.34203, 1.74771, -1.25190], [-1.22305, -0.58597, -1.27518], [-3.11381, 0.79354, -0.50648], [-2.02668, 2.04946, -0.11574], [0.82827, -0.88738, -1.81286], [2.17927, 0.28473, -1.88959], [2.74516, 0.11970, 0.34472], [2.98187, -1.41468, -0.42083], [1.67197, -1.19589, 0.71166], [-0.98336, -0.88937, 3.35000], [-1.30493, -0.96035, 1.81128], [-0.92511, -1.47729, 2.58598]]
}


Model x:
{
  "formula": "C4H12NO2",
  "method": "wB97M-V/def2-TZVPD",
  "orbital_gap_ha": 0.2075,
  "total_charge": -1,
  "lumo_ev": 2.26,
  "multiplicity": 1,
  "molar_mass_g_mol": 106.1,
  "species": ["C", "N", "C", "C", "C", "O", "H", "H", "H", "H", "H", "H", "H", "H", "H", "H", "H", "H", "O"],
  "coordinates": [[0.64985, 1.05014, -2.23204], [-0.07071, 1.94893, -1.31855], [0.08080, 1.34799, -0.07463], [-0.88872, 0.29104, 0.40923], [-0.92799, -0.30601, 1.88080], [-0.10585, -1.41486, 2.18031], [1.80583, 0.96541, -2.11577], [0.24193, -0.03269, -2.37858], [0.50845, 1.61370, -3.17981], [1.02573, 0.76328, -0.04977], [1.56337, -0.08119, 0.15071], [0.21363, 2.19542, 0.63092], [-0.76229, -0.50844, -0.39588], [-1.85732, 0.76836, 0.17223], [-2.01414, -0.59873, 2.08115], [-0.67221, 0.53147, 2.61339], [0.07997, -2.30105, 0.97118], [1.05265, -3.17915, 0.33033], [0.07703, -3.05365, 0.32479]]
}


Stability, lowest: model x


Model w:
{
  "formula": "C4H12NO2",
  "method": "wB97M-V/def2-TZVPD",
  "orbital_gap_ha": 0.2404,
  "total_charge": -1,
  "lumo_ev": 3.82,
  "multiplicity": 1,
  "molar_mass_g_mol": 106.1,
  "species": ["N", "C", "O", "H", "H", "H", "H", "C", "C", "C", "O", "H", "H", "H", "H", "H", "H", "H", "H"],
  "coordinates": [[1.74551, -1.97855, 1.29170], [1.08499, -0.87047, 2.09784], [-0.07050, -0.51053, 1.55450], [0.97827, -2.58666, 1.02399], [2.38274, -2.51158, 1.87936], [0.98124, -1.24500, 3.15021], [1.86358, -0.06255, 2.10456], [-1.75013, 1.14142, -0.27822], [-0.72716, 0.47396, -1.17455], [0.66461, 1.03685, -0.93846], [-1.13897, 0.76233, -2.54174], [-2.74392, 0.71572, -0.39290], [-1.80686, 2.18060, -0.62400], [-1.39513, 1.07486, 0.74489], [-0.70769, -0.60444, -1.02999], [1.13353, 0.62287, -0.05403], [0.58835, 2.12286, -0.83161], [1.32412, 0.85544, -1.79593], [-0.60643, 0.20093, -3.12220]]
}


Model x:
{
  "formula": "C4H12NO2",
  "method": "wB97M-V/def2-TZVPD",
  "orbital_gap_ha": 0.2579,
  "total_charge": -1,
  "lumo_ev": 3.37,
  "multiplicity": 1,
  "molar_mass_g_mol": 106.1,
  "species": ["C", "O", "C", "C", "C", "N", "H", "H", "H", "H", "H", "H", "H", "H", "H", "H", "H", "H", "O"],
  "coordinates": [[1.08084, -0.85791, -0.64087], [1.94529, 0.22010, -0.73088], [-0.06328, -0.60535, 0.37025], [-0.59676, 0.83495, 0.26624], [-2.09134, 1.08367, 0.31856], [-2.72378, -0.17730, 0.06479], [0.68368, -1.02745, -1.66335], [1.58794, -1.78605, -0.32044], [-0.84862, -1.30053, 0.10533], [0.32566, -0.89794, 1.34920], [-0.02153, 1.37468, 1.01119], [-0.26913, 1.26990, -0.68750], [-2.30742, 1.86463, -0.41561], [-2.29094, 1.52984, 1.29797], [-1.86168, -0.16777, -1.02469], [-3.13183, -0.18258, -0.87692], [2.93532, -0.04026, -0.07371], [3.65431, -0.89616, 1.13209], [3.99328, -0.23847, 0.51834]]
}


Stability, lowest: model x


Model w:
{
  "formula": "C3H6O2",
  "method": "wB97M-V/def2-TZVPD",
  "orbital_gap_ha": 0.3803,
  "total_charge": 0,
  "lumo_ev": 0.80,
  "multiplicity": 1,
  "molar_mass_g_mol": 74.1,
  "species": ["C", "O", "C", "C", "O", "H", "H", "H", "H", "H", "H"],
  "coordinates": [[0.80247, 1.00004, 0.84548], [0.43903, 0.75422, -0.48843], [0.08107, -0.52379, -0.80779], [-1.29935, -0.80473, -0.37119], [-1.86543, -0.17868, 0.54519], [1.17750, 2.04369, 0.98641], [1.51627, 0.28003, 1.17706], [-0.08470, 0.87067, 1.40372], [0.12720, -0.46153, -1.95557], [0.82703, -1.23933, -0.36048], [-1.72108, -1.74058, -0.97441]]
}


Model x:
{
  "formula": "C3H6O2",
  "method": "wB97M-V/def2-TZVPD",
  "orbital_gap_ha": 0.4072,
  "total_charge": 0,
  "lumo_ev": 1.05,
  "multiplicity": 1,
  "molar_mass_g_mol": 74.1,
  "species": ["C", "C", "O", "C", "O", "H", "H", "H", "H", "H", "H"],
  "coordinates": [[-0.86394, 0.62283, -0.23269], [-0.60612, -0.77763, 0.27704], [0.59220, -0.98459, -0.38737], [1.35795, 0.16175, 0.00062], [0.39498, 1.24213, 0.03173], [-1.23123, 0.49975, -1.40966], [-1.78675, 1.18720, 0.25554], [-1.39567, -1.44117, -0.10724], [-0.34532, -0.79780, 1.33114], [2.08366, 0.16251, -0.81471], [1.80023, 0.12503, 1.05559]]
}


Model y:
{
  "formula": "C3H6O2",
  "method": "wB97M-V/def2-TZVPD",
  "orbital_gap_ha": 0.3703,
  "total_charge": 0,
  "lumo_ev": 0.28,
  "multiplicity": 1,
  "molar_mass_g_mol": 74.1,
  "species": ["O", "C", "C", "C", "O", "H", "H", "H", "H", "H", "H"],
  "coordinates": [[-2.31086, 0.08125, -0.49862], [-1.12209, -0.34378, 0.02654], [0.10958, 0.14066, -0.85547], [1.39875, -0.22729, -0.03484], [1.44175, 0.25644, 1.26855], [-0.79993, -1.12343, 0.90971], [-0.06884, 1.24310, -1.01054], [0.07548, -0.22350, -1.86337], [1.40695, -1.30821, 0.12688], [2.36370, 0.05853, -0.51498], [1.65800, 1.23444, 1.37547]]
}


Stability, lowest: model y


Model w:
{
  "formula": "C3H6O2",
  "method": "wB97M-V/def2-TZVPD",
  "orbital_gap_ha": 0.4188,
  "total_charge": 0,
  "lumo_ev": 0.80,
  "multiplicity": 1,
  "molar_mass_g_mol": 74.1,
  "species": ["C", "C", "C", "H", "H", "H", "H", "H", "H", "O", "O"],
  "coordinates": [[1.65959, -0.47987, -0.04086], [0.55707, 0.60804, -0.19470], [-1.73744, 0.07185, 0.16414], [2.31222, -0.01467, 0.28610], [1.40491, -1.34242, 0.61336], [1.88162, -1.07853, -0.80348], [-1.94152, 1.04340, 0.36534], [-2.79129, -0.17560, -0.69176], [-1.47882, -0.41401, 1.13848], [0.69038, 1.74661, -0.10267], [-0.55672, 0.03520, -0.73396]]
}


Model x:
{
  "formula": "C3H6O2",
  "method": "wB97M-V/def2-TZVPD",
  "orbital_gap_ha": 0.4147,
  "total_charge": 0,
  "lumo_ev": 0.86,
  "multiplicity": 1,
  "molar_mass_g_mol": 74.1,
  "species": ["C", "C", "O", "C", "O", "H", "H", "H", "H", "H", "H"],
  "coordinates": [[0.55440, -0.47133, 1.36435], [-0.05747, -0.44802, -0.01601], [-0.40272, -1.48126, -0.55752], [-0.26973, 0.85186, -0.78119], [-0.76465, 0.57506, -2.05346], [-0.22584, -0.39097, 2.13318], [1.29411, 0.31226, 1.54332], [1.04799, -1.44289, 1.47045], [0.68429, 1.39840, -0.83971], [-0.96356, 1.48859, -0.20565], [-0.89681, -0.39171, -2.05776]]
}


Stability, lowest: model w


Model w:
{
  "formula": "C3H6O2",
  "method": "wB97M-V/def2-TZVPD",
  "orbital_gap_ha": 0.3046,
  "total_charge": 0,
  "lumo_ev": 0.65,
  "multiplicity": 1,
  "molar_mass_g_mol": 74.1,
  "species": ["C", "O", "C", "C", "O", "H", "H", "H", "H", "H", "H"],
  "coordinates": [[-1.37315, 0.67833, 0.31824], [-0.95119, -0.58397, -0.21452], [0.27864, -1.00154, 0.14308], [1.43717, 0.39050, -0.63553], [2.16830, -0.60435, -0.44713], [-1.41691, 0.63722, 1.41566], [-0.64188, 1.43796, 0.00501], [-2.36731, 0.86746, -0.09271], [0.38908, -2.02432, -0.21955], [0.57301, -0.82112, 1.17718], [1.90423, 1.02381, -1.44970]]
}


Model x:
{
  "formula": "C3H6O2",
  "method": "wB97M-V/def2-TZVPD",
  "orbital_gap_ha": 0.3886,
  "total_charge": 0,
  "lumo_ev": 0.50,
  "multiplicity": 1,
  "molar_mass_g_mol": 74.1,
  "species": ["C", "C", "O", "H", "H", "H", "H", "C", "O", "H", "H"],
  "coordinates": [[0.00061, -0.55217, 2.02723], [-1.40698, -1.05515, 1.85980], [-1.71779, -2.20866, 2.03890], [0.22288, -0.34117, 3.07364], [0.21127, 0.31912, 1.41210], [0.65743, -1.37297, 1.73262], [-2.19868, -0.34083, 1.55185], [1.06113, 1.38181, -3.40544], [0.66366, 1.47801, -4.53448], [1.08918, 0.40975, -2.88335], [1.41729, 2.28227, -2.87286]]
}


Stability, lowest: model w


Model w:
{
  "formula": "C3H6O2",
  "method": "wB97M-V/def2-TZVPD",
  "orbital_gap_ha": 0.3969,
  "total_charge": 0,
  "lumo_ev": 0.94,
  "multiplicity": 1,
  "molar_mass_g_mol": 74.1,
  "species": ["C", "O", "C", "C", "O", "H", "H", "H", "H", "H", "H"],
  "coordinates": [[-1.26233, 0.66467, 0.19389], [-1.02936, -0.61421, -0.33647], [0.29747, -0.97121, -0.04193], [1.42323, 0.02137, -0.38180], [2.43480, 0.09969, 0.27693], [-0.97222, 0.74367, 1.26964], [-0.71331, 1.34313, -0.42934], [-2.32116, 0.94997, 0.18794], [0.51758, -1.87016, -0.62695], [0.38420, -1.20356, 1.02559], [1.31017, 0.62194, -1.30855]]
}


Model x:
{
  "formula": "C3H6O2",
  "method": "wB97M-V/def2-TZVPD",
  "orbital_gap_ha": 0.3063,
  "total_charge": 0,
  "lumo_ev": 0.73,
  "multiplicity": 1,
  "molar_mass_g_mol": 74.1,
  "species": ["C", "C", "C", "O", "O", "H", "H", "H", "H", "H", "H"],
  "coordinates": [[1.47761, -0.46283, 0.09090], [0.11066, 0.01867, -0.13821], [-0.68375, 0.92118, -0.58679], [-1.19904, -1.29702, 0.18306], [-0.65423, 2.25484, -0.34991], [-1.22380, -1.58038, 1.10821], [-1.57095, 2.55645, -0.35506], [-1.80936, -0.71612, -0.37202], [1.64203, -0.84722, 1.10213], [2.14807, 0.38785, -0.05425], [1.76276, -1.23542, -0.62806]]
}


Model y:
{
  "formula": "C3H6O2",
  "method": "wB97M-V/def2-TZVPD",
  "orbital_gap_ha": 0.4119,
  "total_charge": 0,
  "lumo_ev": 0.79,
  "multiplicity": 1,
  "molar_mass_g_mol": 74.1,
  "species": ["C", "C", "O", "C", "O", "H", "H", "H", "H", "H", "H"],
  "coordinates": [[-0.66137, 0.71859, 0.87313], [0.09298, -0.44686, 0.22869], [-0.78658, -1.39317, -0.30707], [0.99017, 0.04184, -0.83951], [0.93301, -0.33883, -2.00166], [-1.32780, 0.33404, 1.64918], [0.02865, 1.43488, 1.33260], [-1.26933, 1.24168, 0.12808], [0.73710, -0.91571, 0.99402], [-0.56224, -1.46400, -1.25360], [1.81766, 0.77994, -0.82127]]
}


Stability, lowest: model x